(1)
{"formula": "C35H58N2O7P2S", "method": "ωB97M-V/def2-TZVPD", "species": ["C", "C", "C", "C", "C", "C", "O", "C", "C", "C", "C", "C", "C", "N", "C", "C", "C", "P", "C", "C", "C", "C", "P", "N", "O", "C", "S", "H", "H", "H", "H", "H", "H", "H", "H", "H", "H", "H", "H", "H", "H", "H", "H", "H", "H", "H", "H", "H", "H", "H", "H", "H", "H", "H", "H", "C", "C", "C", "O", "H", "H", "H", "H", "H", "H", "C", "C", "C", "O", "H", "H", "H", "H", "H", "H", "C", "C", "C", "O", "H", "H", "H", "H", "H", "H", "C", "C", "C", "O", "H", "H", "H", "H", "H", "H", "C", "C", "C", "O", "H", "H", "H", "H", "H", "H"], "positions_angstrom": [[3.83118, -3.13334, -2.73114], [5.35659, -3.02405, -2.97925], [6.19190, -3.15524, -1.69072], [5.73067, -1.81710, -3.84985], [7.22788, -1.85444, -4.19935], [5.26537, -0.45002, -3.33778], [5.39225, -0.27604, -1.92147], [4.32789, 0.45909, -1.41079], [4.26925, 1.84091, -1.57243], [3.16764, 2.54264, -1.09798], [2.15344, 1.85225, -0.44719], [2.22794, 0.47774, -0.26831], [3.32999, -0.23029, -0.74629], [1.18204, -0.21519, 0.39897], [-0.09891, 0.08132, -0.15590], [-0.97310, -0.92225, -0.54895], [-2.21195, -0.60503, -1.08520], [-3.36421, -1.92656, -1.62029], [-3.64764, -1.49492, -3.40091], [-2.24025, -3.38219, -1.80292], [-2.59638, 0.72553, -1.20966], [-1.74535, 1.76550, -0.83741], [-2.38404, 3.48520, -1.07254], [-3.19201, 3.24016, -2.59987], [-1.11483, 4.45158, -1.48363], [-0.49118, 1.41814, -0.31212], [0.70406, 2.64455, 0.19227], [3.66771, -3.25544, -1.66262], [3.40604, -4.00755, -3.21689], [3.28947, -2.24347, -3.04105], [5.60196, -3.90217, -3.57881], [6.62804, -2.21883, -1.36210], [7.02096, -3.84235, -1.86588], [5.60691, -3.61715, -0.90109], [5.21277, -1.96329, -4.80091], [7.48940, -0.93864, -4.72468], [7.85973, -2.03033, -3.33510], [7.37230, -2.66973, -4.90730], [5.79777, 0.32835, -3.89102], [4.21363, -0.33038, -3.60033], [5.07285, 2.37795, -2.06593], [3.09200, 3.61093, -1.22842], [3.35933, -1.29544, -0.57920], [1.34765, -1.20124, 0.22384], [-0.66058, -1.94700, -0.42046], [-4.64433, -1.10026, -3.55846], [-2.86694, -0.84675, -3.79070], [-3.59252, -2.43614, -3.94847], [-1.32476, -3.04492, -2.29741], [-1.96148, -3.79760, -0.84040], [-2.68455, -4.11894, -2.46381], [-3.57316, 0.98798, -1.59073], [-2.84613, 2.37628, -3.01780], [-2.87269, 3.96859, -3.23404], [-0.54024, 4.06735, -2.16074], [8.64058, 1.21490, -2.60930], [8.04140, 2.49782, -3.12503], [8.90555, 3.34574, -4.02606], [6.91837, 2.83716, -2.82675], [7.91617, 0.70487, -1.97625], [8.90548, 0.56475, -3.44354], [9.53695, 1.43251, -2.02576], [9.17892, 2.78204, -4.91946], [9.81267, 3.64487, -3.49901], [8.35677, 4.23687, -4.32230], [-4.24515, 2.23871, 2.88317], [-4.66102, 1.24222, 1.83337], [-5.01916, -0.14322, 2.31067], [-4.70532, 1.53905, 0.66019], [-4.01432, 3.18933, 2.40561], [-5.05083, 2.38786, 3.59699], [-3.35719, 1.87821, 3.40628], [-5.85724, -0.09448, 3.00579], [-4.16454, -0.59811, 2.81323], [-5.29824, -0.76022, 1.45792], [-7.74419, -0.24395, 6.60566], [-7.50655, -1.31769, 5.57105], [-8.71145, -2.10432, 5.11252], [-6.40327, -1.53618, 5.12933], [-6.80156, 0.24303, 6.84445], [-8.44057, 0.50125, 6.21807], [-8.15844, -0.68477, 7.51385], [-9.44716, -1.43442, 4.66485], [-9.16523, -2.62117, 5.95955], [-8.40329, -2.83875, 4.37195], [-0.17519, -4.59738, 2.38607], [0.66271, -4.53196, 1.13472], [1.07736, -5.84196, 0.51326], [0.98819, -3.47224, 0.64868], [-0.40129, -3.58859, 2.72441], [-1.10989, -5.12265, 2.18289], [0.36854, -5.12338, 3.17208], [0.19405, -6.41795, 0.23308], [1.67259, -6.41941, 1.22207], [1.67275, -5.64892, -0.37662], [-6.80430, 6.04788, 4.12288], [-5.80881, 5.30538, 4.98024], [-4.98793, 6.12742, 5.94363], [-5.67324, 4.10685, 4.89744], [-7.32350, 5.34290, 3.47776], [-7.53377, 6.55826, 4.75384], [-6.28858, 6.78282, 3.50323], [-5.64301, 6.64098, 6.64907], [-4.39939, 6.86579, 5.39717], [-4.31480, 5.47443, 6.49424]], "orbital_gap_ev": 7.76, "de_lowest_kcal_mol": 0.00, "smiles": "CC(C)[C@H](C)COc1ccc2c(c1)Nc1cc(P(C)C)cc(P(N)O)c1S2.CC(C)=O.CC(C)=O.CC(C)=O.CC(C)=O.CC(C)=O", "e_tot_ha": -3085.542532}

***

(2)
{"formula": "C6H16N4", "method": "ωB97M-V/def2-TZVPD", "species": ["C", "C", "N", "C", "C", "N", "C", "N", "C", "N", "H", "H", "H", "H", "H", "H", "H", "H", "H", "H", "H", "H", "H", "H", "H", "H"], "positions_angstrom": [[-2.92081, -2.26444, -0.26513], [-2.62053, -0.88796, -0.59211], [-2.48285, 0.09468, 0.22970], [-2.13429, 1.45397, -0.20281], [-0.83317, 2.01282, 0.51070], [0.47379, 1.60479, 0.01564], [1.31869, 0.69259, 0.52402], [2.54155, 0.57428, -0.00908], [3.45839, -0.48386, 0.43074], [3.46149, -1.51688, -0.63193], [-1.87631, -2.67859, -0.36831], [-3.62740, -2.76146, -1.01596], [-3.24898, -2.45921, 0.73175], [-2.25216, -0.72559, -1.57532], [-2.82012, -0.03085, 1.17497], [-2.86055, 2.16282, 0.19648], [-2.05133, 1.47035, -1.28116], [-0.85719, 3.10360, 0.30370], [-0.81485, 1.96575, 1.64549], [0.83689, 2.21447, -0.66076], [1.08502, 0.14245, 1.43218], [2.60898, 0.87007, -1.01882], [4.47291, -0.05119, 0.52858], [3.19638, -0.86312, 1.51409], [3.73520, -2.50041, -0.40272], [4.21125, -1.13907, -1.21392]], "total_charge": 2, "orbital_gap_ev": 8.91, "de_lowest_kcal_mol": 21.73, "smiles": "C/C=[NH+]/CC/[NH+]=C/NCN", "e_tot_ha": -456.613126}

***

(3)
{"formula": "C49H37BrClIN3O5SSbTl", "method": "ωB97M-V/def2-TZVPD", "species": ["Tl", "O", "C", "O", "C", "C", "C", "N", "C", "C", "C", "C", "C", "C", "C", "N", "C", "C", "C", "C", "C", "N", "H", "H", "H", "H", "H", "H", "H", "H", "H", "H", "Br", "C", "C", "C", "C", "C", "C", "I", "H", "H", "H", "H", "S", "Sb", "C", "C", "C", "C", "C", "C", "C", "C", "C", "C", "C", "C", "C", "C", "C", "C", "C", "C", "H", "H", "H", "H", "H", "H", "H", "H", "H", "H", "H", "H", "H", "H", "H", "C", "C", "C", "C", "Cl", "C", "C", "C", "O", "C", "C", "O", "O", "H", "H", "H", "H", "H", "H", "H", "H"], "positions_angstrom": [[-0.34594, -0.10811, 0.13860], [-0.45580, 0.84321, -7.35726], [0.55584, 0.91670, -6.66960], [1.75390, 1.12239, -6.66994], [0.07383, 0.60837, -5.12392], [0.28614, -0.65536, -4.63362], [-0.02363, -0.84402, -3.28874], [-0.56156, 0.13344, -2.56794], [-0.85748, 1.31834, -3.09162], [-0.50186, 1.62584, -4.40069], [-1.68518, 2.21977, -2.22812], [-2.13360, 3.46112, -2.65001], [-3.03295, 4.15510, -1.85360], [-3.47194, 3.58617, -0.67172], [-2.94732, 2.35651, -0.30600], [-2.06236, 1.69939, -1.05492], [0.15533, -2.16301, -2.61539], [1.02889, -3.12580, -3.10256], [1.04514, -4.37347, -2.49740], [0.19956, -4.61563, -1.42957], [-0.58630, -3.57260, -0.96442], [-0.60818, -2.37020, -1.53784], [0.66853, -1.46052, -5.24948], [-0.66650, 2.60556, -4.82895], [-1.80404, 3.88601, -3.58888], [-3.39984, 5.12622, -2.16431], [-4.20228, 4.08353, -0.04526], [-3.24646, 1.87808, 0.62020], [1.70981, -2.89628, -3.91350], [1.71564, -5.14654, -2.85552], [0.16891, -5.58392, -0.94609], [-1.22649, -3.70090, -0.09608], [-2.04095, 5.76408, 3.10779], [-2.91536, 4.11558, 3.40490], [-4.18537, 4.14589, 3.96602], [-4.87980, 2.96526, 4.18008], [-4.30348, 1.74906, 3.84114], [-3.02967, 1.71097, 3.29162], [-2.33609, 2.89468, 3.07051], [-0.41287, 2.77688, 2.24272], [-4.62077, 5.10090, 4.23384], [-5.87382, 3.00080, 4.61093], [-4.83938, 0.82142, 4.00453], [-2.57270, 0.76076, 3.03357], [1.83066, -2.41662, 0.72013], [3.38970, -0.71610, 0.95288], [3.76833, -0.25496, -1.08362], [4.68660, -1.02584, -1.79012], [4.86837, -0.80843, -3.15155], [4.15100, 0.18801, -3.80366], [3.23449, 0.95760, -3.09720], [3.02810, 0.72543, -1.74384], [5.16020, -1.60796, 1.65914], [6.08817, -0.84455, 2.35868], [7.27260, -1.43524, 2.77882], [7.52177, -2.77318, 2.49924], [6.58769, -3.53195, 1.80388], [5.39863, -2.95237, 1.38303], [3.26064, 1.13128, 1.96865], [3.39899, 2.31499, 1.24840], [3.34326, 3.52849, 1.92788], [3.15213, 3.54563, 3.30364], [3.04127, 2.35405, 4.01451], [3.09520, 1.13703, 3.35183], [5.26187, -1.79483, -1.28590], [5.58211, -1.41254, -3.70003], [4.29681, 0.37046, -4.86361], [2.68583, 1.74404, -3.60441], [2.29186, 1.31453, -1.20746], [5.89922, 0.20114, 2.57515], [7.99954, -0.84916, 3.32716], [8.44806, -3.22824, 2.82844], [6.78054, -4.57665, 1.59290], [4.66087, -3.54367, 0.85166], [3.56406, 2.30746, 0.17816], [3.45412, 4.45566, 1.37753], [3.08568, 4.49213, 3.82855], [2.90481, 2.37082, 5.08890], [2.98792, 0.21079, 3.90341], [3.04310, -1.13405, 6.73483], [1.92011, -0.13570, 6.60474], [1.90826, 1.04052, 7.34188], [0.86692, 1.94873, 7.22203], [0.89540, 3.42330, 8.14301], [-0.17667, 1.69996, 6.35723], [-0.18156, 0.52481, 5.61303], [0.85681, -0.38834, 5.73645], [0.91784, -1.56817, 5.04914], [-0.13136, -1.85340, 4.15743], [-0.16034, -0.94529, 2.92293], [-1.28064, -0.90048, 2.31505], [0.87444, -0.33762, 2.59751], [3.93853, -0.66030, 7.13819], [3.27941, -1.58556, 5.76992], [2.75625, -1.94796, 7.40573], [2.73017, 1.25769, 8.01622], [-0.98110, 2.41992, 6.25517], [-1.00398, 0.34175, 4.92903], [-1.10719, -1.80726, 4.64318], [0.03600, -2.86541, 3.79305]], "total_charge": 1, "orbital_gap_ev": [4.46, 4.35], "de_lowest_kcal_mol": 40.82, "e_tot_ha": -6572.452120}